1.
Formula: C7H9N
Source: the Open Molecules 2025 dataset
Level of theory: wB97M-V/def2-TZVPD

Structure (XYZ):
```
17
Properties=species:S:1:pos:R:3:forces:R:3:mulliken_spin:R:1
C 0.386520 0.079883 0.942716 -6.136 5.323 0.960 0.02
C -0.510606 1.107387 0.338022 3.691 -2.018 -6.583 0.58
C -3.043750 -0.250277 -0.106032 0.575 -1.902 -0.267 -0.01
C -0.689896 0.822371 1.624041 2.484 -3.291 3.329 0.78
C 1.299208 -0.878653 0.897615 0.797 -1.874 0.742 0.45
C -0.519647 1.764548 -0.951113 1.075 1.511 -0.380 -0.09
C 2.067784 -1.078079 -0.352483 4.140 -0.878 5.367 -0.01
N -2.681648 -1.361916 -0.307332 0.387 0.406 -0.528 0.03
H -1.134357 0.978112 2.514493 -1.330 0.595 2.555 0.02
H 1.384305 -1.531280 1.805766 0.268 0.413 -1.114 0.01
H -0.492458 1.130213 -1.859120 0.225 -0.256 0.691 0.04
H 0.477376 2.445333 -1.045725 -2.188 -0.726 -0.081 0.08
H -1.472080 2.282627 -1.059521 0.332 0.798 -0.106 0.01
H 1.811606 -1.915701 -0.852499 -0.748 -2.858 -1.745 0.04
H 3.206076 -1.162289 -0.007552 -2.083 -0.235 -0.891 0.03
H 2.057906 -0.256525 -0.901621 -0.461 3.562 -2.724 0.00
H -2.146344 -2.175754 -0.679648 -1.026 1.430 0.773 0.00
```
Forces are in eV/Å.

Computed properties:
LUMO energy (spin up / spin down): 0.73 / -1.61 eV
Spin multiplicity: 3
Charge: 0
E_HOMO (spin up / spin down): -4.40 / -9.65 eV

---

2.
Formula: C7H9N2
Source: the Open Molecules 2025 dataset
Level of theory: wB97M-V/def2-TZVPD

Structure (XYZ):
```
18
Properties=species:S:1:pos:R:3:forces:R:3:lowdin_charge:R:1
H 1.831484 1.813251 -1.394455 -0.738 0.695 -0.693 0.08
N 2.322480 1.175570 -0.817837 0.717 -0.768 0.732 0.24
C 1.702630 0.327802 -0.173336 -0.908 -0.544 1.193 -0.33
C 2.192915 -0.779361 0.700191 1.766 -3.614 -1.045 -0.03
N 0.127988 0.235362 -0.136892 2.634 -1.375 -1.319 0.02
C -0.459280 -0.907483 -0.566266 -0.217 0.288 0.670 0.00
C -1.801373 -1.059465 -0.429808 1.446 3.569 0.361 0.02
C -2.536792 0.062708 -0.094355 1.806 0.487 1.254 0.05
C -1.901813 1.210490 0.411313 2.269 -4.120 -2.172 0.06
C -0.510446 1.255077 0.374106 -3.936 -2.473 -0.918 0.01
H 3.224965 -0.836262 1.120954 -0.454 1.202 -0.913 0.10
H 1.632331 -1.106235 1.587666 -0.674 0.523 -0.703 0.09
H 2.264206 -1.740692 -0.046107 -0.461 2.020 1.760 0.15
H 0.052321 -1.730326 -1.017010 1.109 0.102 0.059 0.15
H -2.210310 -1.929599 -0.694311 -1.773 -3.160 -1.083 0.09
H -3.556489 -0.055219 -0.166643 -2.281 0.332 0.109 0.11
H -2.391323 2.015094 0.688045 -2.506 3.708 1.451 0.08
H 0.016514 2.049293 0.654740 2.204 3.129 1.256 0.11
```
Forces are in eV/Å.

Computed properties:
LUMO energy: -4.57 eV
Charge: +1
E_HOMO: -14.99 eV
SMILES string: [H]/N=C(/C)[n+]1ccccc1

---

3.
Formula: C7H9N2O
Source: the Open Molecules 2025 dataset
Level of theory: wB97M-V/def2-TZVPD

Structure (XYZ):
```
19
Properties=species:S:1:pos:R:3:forces:R:3:lowdin_charge:R:1
C 1.516107 -1.078912 -2.695270 0.500 0.182 -0.604 0.00
C 1.882000 -0.032761 -3.182106 -1.412 -3.623 1.851 0.05
C 0.021091 1.216315 1.809093 2.714 -0.303 0.602 0.08
C -0.461983 2.263393 2.754496 0.235 -0.896 -0.465 -0.18
C -0.974871 -1.395843 -0.225928 0.258 -1.531 0.529 -0.12
C -0.455707 0.038057 -0.315908 0.361 0.560 0.626 -0.11
C 0.103500 -2.384729 -0.001498 -2.186 2.369 0.024 -0.25
N 0.974510 -3.011133 0.341267 2.173 -1.772 0.572 0.19
N -0.728643 0.839800 0.883315 -0.217 -1.052 -0.762 0.12
O -1.567265 2.636278 2.781893 -3.108 0.424 -0.489 0.19
H 1.334467 -2.113947 -2.400887 0.048 0.929 -0.084 0.04
H 2.245698 0.783099 -3.640754 0.911 2.485 -1.216 -0.01
H 1.111717 0.898987 1.924932 -1.572 0.196 -0.645 0.20
H 0.236446 2.699104 3.358905 2.479 1.021 1.787 0.11
H -1.790411 -1.662494 0.523252 0.922 0.963 -0.833 0.16
H -1.358001 -1.637832 -1.192719 -0.605 -0.071 -0.690 0.11
H 0.583934 0.252611 -0.550104 0.214 -1.014 -0.085 0.12
H -0.992420 0.562647 -1.075242 -0.528 0.253 -0.622 0.14
H -1.680169 1.127360 0.903264 -1.188 0.881 0.505 0.17
```
Forces are in eV/Å.

Computed properties:
LUMO energy: -6.49 eV
Charge: +1
E_HOMO: -13.92 eV

---

4.
Formula: C7H9N2O2
Source: the Open Molecules 2025 dataset
Level of theory: wB97M-V/def2-TZVPD

Structure (XYZ):
```
20
Properties=species:S:1:pos:R:3:forces:R:3:lowdin_charge:R:1
C 2.451576 -1.549140 -1.035963 1.802 -0.086 -1.650 -0.01
C 1.453464 -1.146457 -1.894612 -1.797 -0.715 0.107 -0.04
C 2.342586 -1.591858 0.345919 -0.522 -0.522 0.001 -0.04
C 0.169275 -0.985043 -1.359005 0.046 -1.420 0.708 0.08
C 1.135978 -1.452915 0.935573 -1.821 1.324 0.877 0.02
C -0.019184 -1.151548 0.098983 0.993 0.829 -0.966 -0.23
C -1.139049 -0.669951 0.721201 -0.843 0.627 -1.353 0.21
N -2.365759 3.692050 0.140438 -0.107 0.432 0.834 -0.06
N -1.979020 2.493270 -0.058600 0.475 -0.198 0.006 -0.06
O -2.642001 4.273525 1.357300 0.074 -1.520 0.915 0.04
O -1.869599 1.747373 0.944149 -0.498 1.393 -0.318 -0.13
H 3.343676 -1.839905 -1.668424 -0.472 0.253 1.744 0.15
H 1.702823 -1.300969 -2.950701 -0.713 0.725 0.284 0.13
H 3.111187 -1.844372 0.995843 1.779 -0.371 0.607 0.10
H -0.731252 -0.995510 -1.987403 0.447 0.567 0.233 0.14
H 1.000699 -1.410380 2.075465 0.295 -0.344 -1.933 0.17
H -2.065758 -0.276771 0.220812 1.190 -0.899 0.481 0.12
H -1.047979 -0.499432 1.768538 -0.475 -0.228 0.785 0.09
H -2.310123 4.435549 -0.549250 0.004 -0.712 -0.389 0.18
H -2.671924 3.513243 2.015151 0.143 0.867 -0.974 0.13
```
Forces are in eV/Å.

Computed properties:
LUMO energy (spin up / spin down): -5.99 / -5.99 eV
Charge: +1
E_HOMO (spin up / spin down): -13.38 / -13.38 eV